Below is C19H32F9O14S3V as an isolated structure, with properties calculated with ωB97M-V with the def2-TZVPD basis set.

XYZ file:
```
78
Properties=species:S:1:pos:R:3:forces:R:3
O 0.395758 0.999056 -0.638815 0.1 -1.9 0.5
V 0.111968 -0.359047 0.124259 -2.1 2.1 -0.5
C -0.816638 2.491572 3.794781 -0.1 0.0 -0.7
F -0.112198 3.487219 3.223824 0.2 0.1 0.0
F 0.048390 1.734975 4.474353 0.2 -0.1 0.4
F -1.661233 3.048498 4.657926 0.0 0.1 0.2
S -1.756174 1.499758 2.550266 -1.1 0.6 -0.4
O -2.495150 2.503269 1.821879 0.5 0.2 -0.2
O -0.712500 0.852226 1.749038 0.4 -0.2 0.4
O -2.547567 0.673613 3.393460 0.2 -0.7 0.4
C 0.569706 -3.328597 3.596524 -0.4 0.5 -0.4
F 0.200242 -4.275931 4.442814 -0.2 -0.4 0.3
F 0.905351 -2.253980 4.310137 0.2 0.3 0.1
F 1.663161 -3.762225 2.961397 0.5 -0.1 -0.3
S -0.807666 -2.954114 2.418657 0.3 -0.5 -0.7
O -0.229605 -1.977671 1.456038 0.9 0.0 -0.1
O -1.050893 -4.232469 1.821310 0.3 -0.4 -0.5
O -1.814586 -2.411918 3.227083 -1.0 0.7 1.2
C -4.432048 -0.020282 -1.061295 -0.1 -0.1 0.6
F -4.467461 1.203099 -0.536676 0.1 0.1 -0.3
F -5.674565 -0.527681 -0.990896 0.1 0.1 -0.1
F -4.097968 0.046832 -2.355111 0.0 0.2 -0.1
S -3.314201 -1.124192 -0.106094 0.2 -0.8 -0.6
O -1.984204 -0.508590 -0.282005 0.4 0.4 -0.1
O -3.815291 -1.102207 1.213383 -0.4 0.3 0.9
O -3.451344 -2.371120 -0.827108 0.3 0.1 -0.2
C 3.644062 2.143514 2.407588 -0.1 0.2 0.5
C 3.178949 1.285378 3.589293 0.4 -0.2 0.2
C 2.289444 0.233640 2.930511 -0.7 0.4 0.1
O 1.903375 0.772385 1.646019 0.8 -0.3 0.3
C 2.435497 2.075864 1.480126 0.5 0.3 -0.3
H 4.544290 1.733333 1.940303 -0.1 -0.1 -0.1
H 3.891159 3.157624 2.727429 -0.1 0.0 -0.1
H 2.627924 1.879695 4.317802 -0.2 0.1 -0.2
H 3.995586 0.839389 4.164463 0.0 -0.1 -0.2
H 1.370122 0.097958 3.496503 0.0 -0.2 0.0
H 2.759891 -0.742415 2.800214 0.1 0.1 -0.2
H 1.686629 2.838700 1.701395 -0.1 -0.1 0.1
H 2.755081 2.217276 0.443841 -0.3 -0.1 -0.1
C -1.152126 -3.252546 -2.858510 -0.1 0.1 0.4
C -1.433362 -1.856655 -3.420351 0.2 -0.3 -0.1
C -0.223609 -1.076112 -2.943046 -0.1 -0.3 -0.9
O -0.034538 -1.544071 -1.607901 0.5 0.0 0.3
C -0.388758 -2.938536 -1.555104 -0.3 -1.2 -0.2
H -0.562254 -3.879324 -3.529795 0.1 0.2 -0.1
H -2.069991 -3.783783 -2.618423 0.0 0.0 0.0
H -2.329852 -1.466671 -2.947006 0.0 0.1 -0.1
H -1.516574 -1.837948 -4.507504 -0.1 0.0 0.0
H -0.349958 -0.000619 -3.035957 0.0 0.1 0.7
H 0.662672 -1.375810 -3.525420 0.0 0.1 0.0
H -0.997377 -3.157016 -0.682004 -0.1 0.4 0.1
H 0.498986 -3.577099 -1.461215 0.2 0.4 -0.1
C 3.674510 -1.515792 -1.781685 0.3 -0.5 0.3
C 3.724602 -2.759987 -0.862923 0.1 0.5 0.5
C 2.757795 -2.376431 0.291265 -0.1 -0.8 -0.2
O 2.118668 -1.162662 -0.123664 0.7 0.2 0.4
C 3.110132 -0.443729 -0.856484 0.0 0.6 -1.1
H 2.988126 -1.696514 -2.610129 0.0 0.2 0.0
H 4.655475 -1.270326 -2.190881 -0.1 0.1 0.0
H 4.728472 -2.868341 -0.446842 0.0 -0.1 -0.1
H 3.467263 -3.698584 -1.346885 -0.2 0.1 -0.1
H 3.311727 -2.262435 1.225013 -0.1 0.4 0.0
H 1.975703 -3.100105 0.487834 -0.1 -0.1 -0.1
H 3.843467 0.069071 -0.220253 0.0 -0.6 0.3
H 2.663313 0.370337 -1.429590 -0.5 -0.2 0.2
C -1.783550 4.541057 -2.193902 -1.3 0.2 0.6
C -2.553828 4.137469 -3.450601 0.7 -0.8 -0.6
C -2.478422 2.583110 -3.436468 -0.2 0.3 0.6
O -1.833834 2.227527 -2.220939 0.2 -0.1 -0.4
C -1.989756 3.321252 -1.314618 0.7 -0.8 0.3
H -2.252016 5.412388 -1.729759 0.3 0.1 0.0
H -0.724851 4.727070 -2.347032 0.1 0.0 -0.2
H -2.065930 4.488425 -4.362612 -0.3 0.3 0.0
H -3.602040 4.422005 -3.419857 0.1 0.4 0.0
H -1.907476 2.169264 -4.269550 0.0 0.0 0.0
H -3.488544 2.167233 -3.437788 0.0 -0.1 -0.2
H -1.229919 3.192400 -0.543912 0.0 0.0 0.0
H -2.947677 3.210081 -0.800140 -0.2 0.5 -0.2
```
Positions in Å, forces in eV/Å.

Summary:
Gap between HOMO and LUMO (spin up / spin down) (eV): 8.53 / 8.54
Net charge: -1
<S²>: 0.78
2S+1: 2
Energy relative to the best compared isomer or geometry (same formula, charge and spin) (kcal/mol): 0.0
Max |F| (hartree/bohr): 0.060

Table of Löwdin atomic charges, one value per atom, all in e: O -0.220; V 1.065; C -0.656; F 0.103; F 0.119; F 0.134; S 0.499; O -0.282; O -0.364; O -0.250; C -0.674; F 0.145; F 0.130; F 0.114; S 0.496; O -0.380; O -0.271; O -0.218; C -0.649; F 0.142; F 0.120; F 0.117; S 0.514; O -0.350; O -0.225; O -0.278; C -0.148; C -0.145; C -0.157; O -0.223; C -0.196; H 0.105; H 0.111; H 0.105; H 0.110; H 0.102; H 0.110; H 0.119; H 0.113; C -0.132; C -0.137; C -0.155; O -0.262; C -0.144; H 0.107; H 0.110; H 0.091; H 0.119; H 0.122; H 0.125; H 0.097; H 0.125; C -0.131; C -0.121; C -0.150; O -0.246; C -0.177; H 0.104; H 0.112; H 0.106; H 0.106; H 0.117; H 0.109; H 0.131; H 0.122; C -0.158; C -0.157; C -0.203; O -0.169; C -0.199; H 0.109; H 0.108; H 0.098; H 0.103; H 0.110; H 0.100; H 0.110; H 0.114



Below is C19H32MnO4PS2 as an isolated structure, with properties calculated with ωB97M-V with the def2-TZVPD basis set.

XYZ file:
```
59
Properties=species:S:1:pos:R:3:forces:R:3
Mn 1.103970 -1.355229 -0.797423 -2.3 0.1 -0.3
C 2.680876 -0.593425 -3.209806 1.1 0.2 -1.6
O 1.912126 -0.870840 -2.119977 0.8 0.7 -0.3
H 2.488295 -1.322281 -4.011802 0.0 0.1 0.2
H 3.745956 -0.631913 -2.934434 -0.3 0.0 -0.1
H 2.452988 0.406454 -3.605151 -0.1 -0.2 0.2
C 0.834405 -4.230497 2.214330 0.3 -0.6 0.1
O 0.231557 -3.025092 1.694022 -0.2 0.9 -0.8
C 0.673988 -2.557770 0.569360 -0.4 -1.4 1.7
O 1.560183 -3.075370 -0.127722 0.2 0.0 0.1
H 0.666140 -4.217811 3.290183 0.0 0.1 -0.2
H 1.902123 -4.239681 1.983848 -0.2 0.0 0.1
H 0.353063 -5.103839 1.773762 0.0 0.1 0.0
C 0.485623 2.231376 -1.822568 0.0 -0.3 0.0
C 0.961777 2.152788 -0.371450 0.1 -0.5 -0.3
C 2.474889 1.899809 -0.317724 0.0 -0.3 0.1
C 0.658015 3.447900 0.378107 -0.1 -0.3 0.1
P 0.217874 0.572631 0.380630 -0.5 0.9 0.7
C 0.843731 0.643522 2.091443 0.2 -0.5 -0.3
C 0.334629 1.466345 3.094020 0.0 0.0 -0.2
C 0.887536 1.435621 4.362441 -0.1 0.1 0.1
C 1.939764 0.583734 4.650201 0.1 -0.1 -0.1
C 2.467053 -0.224983 3.653998 0.1 0.0 0.1
C 1.925697 -0.184592 2.383144 -0.1 -0.1 -0.2
C -1.675844 0.592085 0.496006 0.2 -0.3 -0.3
C -2.142215 -0.078047 -0.797431 0.3 -0.2 0.1
C -2.355339 1.950466 0.632559 0.3 0.0 0.0
C -2.050394 -0.298231 1.682606 0.2 0.0 -0.1
H 1.114530 2.916230 -2.388736 0.1 0.1 0.0
H -0.536893 2.595632 -1.883411 -0.1 0.0 0.0
H 0.527660 1.242228 -2.291673 0.0 0.2 -0.2
H 3.002465 2.619252 -0.940940 0.0 0.1 -0.1
H 2.719086 0.892099 -0.674494 0.2 0.3 0.0
H 2.846482 1.997902 0.700714 0.1 0.0 0.0
H 1.234513 4.251833 -0.078750 0.1 0.0 -0.1
H 0.956061 3.381399 1.422047 0.0 0.1 0.1
H -0.389647 3.724397 0.324702 -0.1 0.0 0.0
H -0.492879 2.130388 2.897715 -0.1 0.0 0.0
H 0.492617 2.081174 5.132728 -0.1 0.0 0.0
H 2.354546 0.550048 5.644570 0.0 0.0 0.1
H 3.295737 -0.880827 3.870131 0.1 -0.1 0.0
H 2.347115 -0.797605 1.581592 0.0 0.1 0.3
H -1.927637 0.540352 -1.668395 0.0 0.0 -0.1
H -3.213947 -0.257086 -0.763689 -0.1 0.0 0.0
H -1.626701 -1.043837 -0.904743 -0.4 0.2 -0.1
H -2.209425 2.559871 -0.256333 0.0 0.1 0.0
H -2.020170 2.501114 1.507567 0.0 0.1 0.0
H -3.424037 1.770103 0.747975 -0.1 0.0 0.0
H -1.501272 -1.240238 1.650440 -0.1 -0.1 0.1
H -3.115071 -0.519961 1.640262 -0.1 0.0 -0.1
H -1.845811 0.199728 2.627125 0.0 -0.1 0.1
C -3.811469 -1.752431 -4.860261 -0.7 0.1 -0.1
O -2.420048 -1.826855 -4.580718 0.7 0.3 -0.4
C -2.039252 -2.359673 -3.452799 -1.3 -1.0 1.7
S -3.040159 -2.995459 -2.278801 -0.2 0.3 -0.4
S -0.384191 -2.472155 -3.123396 2.1 0.7 0.3
H -3.914991 -1.057177 -5.690119 0.1 -0.1 0.0
H -4.356781 -1.388796 -3.984639 0.1 -0.1 -0.2
H -4.198893 -2.734781 -5.140845 0.1 0.1 0.1
```
Positions in Å, forces in eV/Å.

Summary:
Gap between HOMO and LUMO (spin up / spin down) (eV): 4.71 / 4.73
Net charge: +1
<S²>: 1.22
2S+1: 2
Max |F| (hartree/bohr): 0.045

Table of Löwdin atomic charges, one value per atom, all in e: Mn 0.667; C -0.130; O -0.400; H 0.100; H 0.109; H 0.103; C 0.017; O -0.025; C -0.461; O 0.025; H 0.108; H 0.104; H 0.113; C -0.078; C -0.647; C -0.086; C -0.059; P 1.191; C -0.344; C -0.089; C -0.050; C -0.053; C -0.055; C -0.110; C -0.649; C -0.140; C -0.065; C -0.067; H 0.097; H 0.078; H 0.059; H 0.100; H 0.053; H 0.086; H 0.102; H 0.075; H 0.069; H 0.098; H 0.116; H 0.114; H 0.113; H 0.093; H 0.085; H 0.088; H -0.008; H 0.075; H 0.070; H 0.102; H 0.069; H 0.102; H 0.077; C -0.089; O -0.185; C -1.323; S 0.661; S 0.728; H 0.098; H 0.067; H 0.101



Below is C19H33As2CoN2O5 as an isolated structure, with properties calculated with ωB97M-V with the def2-TZVPD basis set.

XYZ file:
```
62
Properties=species:S:1:pos:R:3:forces:R:3
Co 0.650242 0.196724 0.238455 0.1 0.2 -0.5
C 3.218873 -0.768916 3.381541 0.0 0.0 0.0
C 2.245607 -0.179986 2.418470 0.1 -0.1 -0.2
N 1.981081 -0.688465 1.265415 -0.1 -0.2 0.1
O 2.689632 -1.799236 0.835211 0.0 0.1 -0.1
C 1.523246 1.041846 2.696788 -0.1 -0.1 0.1
C 1.586007 1.782015 3.990111 0.0 0.0 0.0
N 0.736248 1.411616 1.712930 -0.1 0.3 -0.2
O -0.002275 2.438163 1.793332 0.2 -0.1 -0.1
H 3.910202 -1.431869 2.869832 0.0 0.0 0.0
H 2.679123 -1.347220 4.134266 0.0 0.0 0.0
H 3.763723 0.020037 3.896682 0.0 0.0 0.0
H 2.975622 -1.482298 -0.052646 0.1 0.1 0.2
H 1.606504 1.093595 4.836212 0.0 0.0 0.0
H 0.706082 2.416797 4.068363 0.0 0.0 0.0
H 2.469215 2.422191 4.056023 0.0 0.0 0.0
C -0.584269 2.927284 -2.189873 0.0 0.0 0.1
As -1.019413 1.514101 -0.931368 0.2 -0.4 0.2
C -2.480095 2.326888 0.034613 0.1 -0.1 0.1
C -1.959731 0.286310 -2.125424 0.0 -0.1 0.1
C -3.150388 0.622287 -2.764680 0.1 0.0 0.0
C -3.799517 -0.296549 -3.572218 0.0 0.0 0.0
C -3.268517 -1.567587 -3.746377 0.0 0.0 0.0
C -2.081487 -1.910019 -3.122104 0.1 0.0 0.0
C -1.421018 -0.985519 -2.318359 0.0 0.1 0.1
As 0.263062 -1.415324 -1.463564 0.0 0.0 0.2
C 0.013047 -3.229556 -0.860914 0.0 -0.1 0.1
C 1.417505 -1.657850 -3.007827 0.0 0.0 0.0
H -1.513473 3.373533 -2.543331 0.0 0.0 0.0
H -0.031060 2.509212 -3.028269 0.0 0.0 0.0
H 0.029011 3.675612 -1.692248 0.0 0.0 0.0
H -3.273394 2.601081 -0.657620 0.0 0.0 0.0
H -2.088350 3.205116 0.541373 0.0 0.0 0.0
H -2.845992 1.624373 0.780540 0.0 0.0 -0.1
H -3.582950 1.606596 -2.632680 0.0 0.0 0.0
H -4.725906 -0.024737 -4.061263 0.0 0.0 0.0
H -3.781873 -2.290632 -4.366598 0.0 0.0 0.0
H -1.673036 -2.904565 -3.260394 0.0 0.0 0.0
H -0.111000 -3.907722 -1.704320 0.0 0.0 0.0
H -0.856032 -3.240420 -0.209588 0.0 0.0 0.0
H 0.891328 -3.512895 -0.281859 0.0 0.0 0.0
H 1.003515 -2.418738 -3.668888 0.0 0.0 0.0
H 2.408901 -1.948839 -2.667554 0.0 0.0 0.0
H 1.501219 -0.714428 -3.544668 0.0 0.0 0.0
C -1.491838 -2.477431 2.569209 0.0 0.1 0.0
C -1.058281 -1.032815 2.331817 0.0 0.0 0.0
C -2.147037 -0.054940 2.766354 0.0 0.0 0.0
O -0.748482 -0.876842 0.982741 -0.4 0.1 -0.1
H -1.697845 -2.665704 3.625129 0.0 0.0 0.0
H -0.709098 -3.161965 2.238805 0.0 0.0 0.0
H -2.399654 -2.689605 1.998691 0.0 0.0 0.0
H -0.179163 -0.851564 2.972775 0.0 0.0 0.0
H -3.038482 -0.218542 2.153771 0.0 0.0 0.0
H -1.809394 0.973550 2.628846 0.0 0.0 0.0
H -2.419222 -0.195649 3.815037 0.0 0.0 0.0
C 3.336567 2.586804 -1.906905 0.0 0.0 0.0
O 2.177102 2.156996 -1.179419 0.1 -0.1 0.0
C 2.178506 0.872611 -0.764732 -0.2 -0.1 0.1
O 3.130405 0.149611 -1.043515 -0.1 0.2 -0.1
H 3.174537 3.638952 -2.124850 0.0 0.0 0.0
H 3.445329 2.018802 -2.829990 0.0 0.0 0.0
H 4.236803 2.455747 -1.309258 0.0 0.0 0.0
```
Positions in Å, forces in eV/Å.

Summary:
Gap between HOMO and LUMO (eV): 8.32
Energy relative to the best compared isomer or geometry (same formula, charge and spin) (kcal/mol): 4.6
Max |F| (hartree/bohr): 0.011

Table of Löwdin atomic charges, one value per atom, all in e: Co 0.137; C 0.014; C -0.245; N -0.078; O -0.023; C -0.272; C -0.019; N -0.169; O -0.137; H 0.081; H 0.100; H 0.087; H 0.078; H 0.080; H 0.075; H 0.086; C -0.251; As 1.251; C -0.238; C -0.363; C -0.099; C -0.079; C -0.079; C -0.099; C -0.368; As 1.228; C -0.236; C -0.245; H 0.030; H 0.033; H 0.032; H 0.023; H 0.034; H 0.014; H 0.094; H 0.105; H 0.105; H 0.098; H 0.029; H 0.023; H 0.030; H 0.030; H 0.028; H 0.034; C -0.063; C -0.560; C -0.061; O -0.360; H 0.074; H 0.067; H 0.078; H 0.113; H 0.076; H 0.051; H 0.077; C -0.059; O -0.131; C -0.492; O -0.033; H 0.089; H 0.089; H 0.090



> The lowest max |F| belongs to which entry?

C19H33As2CoN2O5